C16H18BFN6Sr | ωB97M-V with the def2-TZVPD basis set

Geometry as ORCA input:
```
! wB97M-V def2-TZVPD RIJCOSX def2/J DEFGRID3
* xyz 0 1
H 3.167 -1.324 0.215
N 1.095 -1.780 0.157
B -1.160 -3.021 0.254
N 0.401 -2.977 0.243
C 1.268 -4.010 0.265
Sr -0.046 0.526 -0.349
H 0.876 -5.016 0.286
C 2.569 -3.499 0.242
H 3.485 -4.061 0.255
C 2.409 -2.096 0.200
H -1.523 -4.147 0.460
C -0.888 3.444 -1.319
H -0.498 4.467 -1.349
H -1.349 3.285 -0.336
H -1.631 3.293 -2.109
N -1.650 -2.542 -1.145
N -1.775 -2.077 1.337
N -1.336 -1.275 -1.616
N -1.359 -0.760 1.479
C -2.362 -3.221 -2.064
C -2.745 -2.350 2.234
H -2.682 -4.224 -1.839
H -3.208 -3.324 2.228
C -2.528 -2.397 -3.185
C -2.946 -1.218 3.028
C -1.870 -1.192 -2.861
C -2.036 -0.258 2.538
H -3.055 -2.642 -4.087
H -3.646 -1.110 3.837
H -1.766 -0.288 -3.458
H -1.842 0.744 2.905
H -0.027 2.773 -1.486
F 3.881 5.999 0.457
C 3.186 4.809 0.470
C 1.967 4.753 1.132
C 1.252 3.521 1.131
C 1.755 2.467 0.409
C 2.972 2.497 -0.216
C 3.715 3.715 -0.201
H 1.560 5.630 1.628
H 0.310 3.466 1.684
H 3.395 1.632 -0.733
H 4.665 3.789 -0.721
*
```

The gap between HOMO and LUMO is 6.84 eV. For the HOMO energy, the calculation gives -6.9 eV. The calculation puts the LUMO energy at -0.0682 eV.

CH3NOS2 | ωB97M-V with the def2-TZVPD basis set

Geometry as ORCA input:
```
! wB97M-V def2-TZVPD RIJCOSX def2/J DEFGRID3
* xyz 0 3
C -0.435 -1.613 -0.369
N -0.736 1.615 0.482
O -1.483 -1.099 -0.139
S 1.059 -1.208 0.411
S -0.221 3.113 0.472
H -0.385 -2.401 -1.168
H -1.475 1.050 -0.002
H -0.251 1.007 1.073
*
```

The gap between HOMO and LUMO (alpha / beta) is 8.56 / 5.01 eV. For the HOMO energy (alpha / beta), the calculation gives -8.0 / -8.5 eV. The energy relative to the best compared isomer or geometry (same formula, charge and spin) comes out at 0.00 kJ/mol. The expectation value of S² is 2.007. The calculation puts the LUMO energy (alpha / beta) at 0.5188 / -3.5175 eV.

H22O11Xe | ωB97M-V with the def2-TZVPD basis set

Geometry as ORCA input:
```
! wB97M-V def2-TZVPD RIJCOSX def2/J DEFGRID3
* xyz 0 1
Xe -0.416 0.408 -0.098
O -0.717 -0.818 3.645
H -0.847 -1.419 2.912
H -0.095 -1.268 4.217
O -1.641 -2.899 -1.279
H -1.766 -3.707 -1.776
H -2.425 -2.381 -1.462
O 3.473 2.199 -0.272
H 2.891 2.316 -1.023
H 3.011 2.613 0.457
O 2.220 2.128 -2.621
H 1.382 2.422 -2.979
H 2.268 1.201 -2.854
O -0.522 -2.583 1.445
H -1.044 -2.717 0.655
H 0.356 -2.381 1.121
O 2.210 -2.246 0.882
H 2.854 -2.043 0.204
H 2.408 -1.635 1.592
O -3.034 2.759 -2.652
H -3.237 1.827 -2.736
H -2.952 2.902 -1.709
O -3.715 -1.200 -1.203
H -3.429 -0.792 -0.385
H -4.618 -1.469 -1.034
O 1.176 1.527 3.422
H 1.871 1.214 4.001
H 0.600 0.772 3.306
O -0.430 -1.657 -3.490
H -1.004 -1.713 -2.726
H -0.320 -2.564 -3.775
O 1.888 3.733 1.685
H 1.408 3.091 2.208
H 2.197 4.378 2.321
*
```

The gap between HOMO and LUMO is 9.72 eV. For the HOMO energy, the calculation gives -9.9 eV. The energy relative to the best compared isomer or geometry (same formula, charge and spin) comes out at 26.70 kJ/mol. The calculation puts the LUMO energy at -0.1657 eV.

C49H36ClGeN6O3RuS3 | ωB97M-V with the def2-TZVPD basis set

Geometry as ORCA input:
```
! wB97M-V def2-TZVPD RIJCOSX def2/J DEFGRID3
* xyz -2 6
Ru 0.153 1.028 -1.810
C 8.871 1.567 8.875
O 9.250 1.496 7.529
C 8.209 1.457 6.599
C 6.847 1.469 6.931
C 5.885 1.429 5.942
C 6.231 1.374 4.562
C 7.626 1.361 4.260
C 8.579 1.402 5.259
C 5.231 1.333 3.562
N 3.894 1.333 3.760
C 3.334 1.282 2.536
C 4.291 1.247 1.519
N 5.505 1.281 2.189
C 4.000 1.193 0.152
C 4.942 1.196 -0.901
C 4.486 1.138 -2.236
C 3.144 1.073 -2.497
N 2.207 1.072 -1.506
C 2.608 1.152 -0.184
C 1.615 1.212 0.795
N 0.285 1.218 0.388
C -0.677 1.276 1.307
C -0.430 1.319 2.665
C 0.905 1.320 3.108
C 1.932 1.273 2.194
H 9.790 1.598 9.459
H 8.285 0.692 9.181
H 8.282 2.468 9.087
H 6.527 1.511 7.965
H 4.834 1.438 6.199
H 7.963 1.318 3.230
H 9.637 1.393 5.017
H 6.411 1.274 1.766
H 6.002 1.246 -0.683
H 5.185 1.143 -3.063
H 2.771 1.002 -3.512
H -1.696 1.304 0.932
H -1.258 1.365 3.360
H 1.152 1.364 4.162
Cl -1.774 6.046 -0.631
C -1.038 5.010 -2.686
C -0.776 3.664 -2.437
O -1.894 2.849 -2.472
O 0.322 3.125 -2.160
H -0.203 5.684 -2.763
H -1.980 5.278 -3.133
C -1.677 1.539 -2.159
Ge -3.530 0.894 -1.863
C -4.242 1.846 -0.313
C -4.062 3.224 -0.163
C -4.554 3.885 0.954
C -5.238 3.178 1.934
C -5.421 1.807 1.800
C -4.922 1.145 0.686
C -4.526 1.401 -3.475
C -4.158 0.862 -4.710
C -4.813 1.239 -5.876
C -5.842 2.170 -5.822
C -6.212 2.721 -4.603
C -5.558 2.337 -3.437
C -3.748 -1.008 -1.530
C -3.069 -1.614 -0.470
C -3.263 -2.958 -0.182
C -4.136 -3.714 -0.954
C -4.811 -3.125 -2.016
C -4.621 -1.778 -2.299
H -3.504 3.796 -0.895
H -4.373 4.947 1.058
H -5.614 3.690 2.812
H -5.940 1.249 2.571
H -5.062 0.074 0.592
H -3.346 0.142 -4.764
H -4.517 0.811 -6.826
H -6.350 2.472 -6.731
H -7.008 3.455 -4.558
H -5.850 2.773 -2.487
H -2.364 -1.037 0.122
H -2.722 -3.420 0.635
H -4.280 -4.765 -0.738
H -5.474 -3.719 -2.633
H -5.149 -1.324 -3.131
S -2.770 -4.941 -4.997
C -1.775 -4.211 -3.878
S -1.523 -2.501 -3.898
C -0.405 -2.602 -2.554
N -0.260 -3.811 -2.132
N -1.034 -4.712 -2.857
C -0.921 -6.069 -2.405
C -1.672 -7.115 -2.936
C -1.518 -8.403 -2.435
C -0.628 -8.675 -1.411
C 0.119 -7.629 -0.884
C -0.021 -6.341 -1.370
S 0.523 -1.297 -1.928
H -2.370 -6.930 -3.733
H -2.113 -9.201 -2.862
H -0.518 -9.681 -1.028
H 0.822 -7.814 -0.081
H 0.561 -5.533 -0.956
*
```

The gap between HOMO and LUMO (alpha / beta) is 2.78 / 5.03 eV. For the HOMO energy (alpha / beta), the calculation gives 0.7 / -2.1 eV. The energy relative to the best compared isomer or geometry (same formula, charge and spin) comes out at 86.37 kJ/mol. The expectation value of S² is 8.906. The calculation puts the LUMO energy (alpha / beta) at 3.5193 / 2.9054 eV.

- Which formula does entry 4 have?
  C49H36ClGeN6O3RuS3